{
  "formula": "C81H171N9O9",
  "method": "wB97M-V/def2-TZVPD",
  "e_lumo_ha": 0.013,
  "energy_ev": -118595.9729,
  "homo_lumo_gap_ev": 8.324,
  "smiles": "CC1(C)CCCC(C)(C)N1O.CC1(C)CCCC(C)(C)N1O.CC1(C)CCCC(C)(C)N1O.CC1(C)CCCC(C)(C)N1O.CC1(C)CCCC(C)(C)N1O.CC1(C)CCCC(C)(C)N1O.CC1(C)CCCC(C)(C)N1O.CC1(C)CCCC(C)(C)N1O.CC1(C)CCCC(C)(C)N1O",
  "elements": ["O", "O", "O", "O", "O", "O", "O", "O", "O", "N", "N", "N", "N", "N", "N", "N", "N", "N", "C", "C", "C", "C", "C", "C", "C", "C", "C", "C", "C", "C", "C", "C", "C", "C", "C", "C", "C", "C", "C", "C", "C", "C", "C", "C", "C", "C", "C", "C", "C", "C", "C", "C", "C", "C", "C", "C", "C", "C", "C", "C", "C", "C", "C", "C", "C", "C", "C", "C", "C", "C", "C", "C", "C", "C", "C", "C", "C", "C", "C", "C", "C", "C", "C", "C", "C", "C", "C", "C", "C", "C", "C", "C", "C", "C", "C", "C", "C", "C", "C", "H", "H", "H", "H", "H", "H", "H", "H", "H", "H", "H", "H", "H", "H", "H", "H", "H", "H", "H", "H", "H", "H", "H", "H", "H", "H", "H", "H", "H", "H", "H", "H", "H", "H", "H", "H", "H", "H", "H", "H", "H", "H", "H", "H", "H", "H", "H", "H", "H", "H", "H", "H", "H", "H", "H", "H", "H", "H", "H", "H", "H", "H", "H", "H", "H", "H", "H", "H", "H", "H", "H", "H", "H", "H", "H", "H", "H", "H", "H", "H", "H", "H", "H", "H", "H", "H", "H", "H", "H", "H", "H", "H", "H", "H", "H", "H", "H", "H", "H", "H", "H", "H", "H", "H", "H", "H", "H", "H", "H", "H", "H", "H", "H", "H", "H", "H", "H", "H", "H", "H", "H", "H", "H", "H", "H", "H", "H", "H", "H", "H", "H", "H", "H", "H", "H", "H", "H", "H", "H", "H", "H", "H", "H", "H", "H", "H", "H", "H", "H", "H", "H", "H", "H", "H", "H", "H", "H", "H", "H", "H", "H", "H", "H", "H", "H", "H", "H", "H", "H", "H", "H"],
  "positions_angstrom": [[0.368, 5.687, -3.538], [-1.552, 7.930, 3.249], [4.241, 2.762, -0.048], [2.423, -2.734, -3.518], [-0.146, 0.156, 2.917], [-0.597, -9.177, 4.327], [-5.094, 5.972, -2.603], [3.643, -4.068, 0.695], [-2.955, -3.349, -0.012], [1.632, -3.733, -4.123], [-0.763, 5.178, -4.215], [0.592, 0.137, 1.707], [-5.137, 4.769, -1.828], [-4.364, -3.400, -0.230], [5.226, 2.821, 0.948], [-1.114, 7.250, 4.416], [4.861, -4.802, 0.630], [-0.669, -7.785, 4.078], [1.843, -1.269, 0.054], [-4.569, -1.011, 0.003], [6.191, -6.488, -0.538], [-3.630, 5.760, -0.163], [-1.863, 7.366, -3.977], [1.241, -7.197, 5.659], [0.051, 2.458, 1.240], [-4.771, 3.619, 0.269], [-2.841, 5.637, -5.496], [5.394, 4.207, 1.401], [-0.282, 7.521, 6.728], [-0.222, -7.030, 5.268], [-3.975, -5.254, -1.835], [-6.064, 5.765, 0.301], [-0.474, -5.512, 5.034], [1.198, -0.436, -1.041], [5.978, -4.087, 1.234], [1.249, -7.679, 2.368], [4.904, -5.649, -0.566], [0.282, -3.806, -2.180], [6.211, -2.742, 0.526], [5.724, -3.912, 2.755], [0.065, 5.344, 5.389], [-4.560, -5.672, 0.605], [-0.194, -5.230, -5.675], [-0.662, -4.792, -4.306], [-6.447, 2.681, -1.455], [-0.623, 3.780, -4.673], [-6.865, -3.638, -1.645], [-0.202, -7.439, 2.751], [-2.044, 3.366, -5.111], [-1.137, -7.427, 6.433], [6.311, 4.887, 0.374], [5.155, 1.709, 1.916], [0.415, 3.587, -5.799], [-6.269, -4.797, -0.896], [0.009, 1.033, 0.709], [-0.114, -5.072, 3.629], [6.150, 4.276, 2.774], [4.872, -4.845, -1.888], [-4.306, -1.844, -2.279], [-2.572, 4.317, -6.199], [-6.292, 3.980, -2.258], [-0.697, 6.801, -6.059], [1.832, -1.765, 2.500], [-0.266, 2.972, -3.432], [-7.618, 4.824, -2.249], [0.454, 9.092, 4.954], [6.372, 1.806, 2.880], [-4.946, 4.983, -0.398], [0.977, -1.258, 1.342], [4.148, 5.070, 1.606], [-5.972, 2.692, 0.011], [3.792, 1.817, 2.620], [1.987, -3.997, -5.551], [1.310, -5.346, -5.792], [-4.874, -2.203, -0.897], [-1.190, 5.075, 3.323], [0.980, 6.350, 3.286], [-1.977, 9.014, 5.817], [3.687, -6.564, -0.516], [-0.686, -5.965, 2.534], [1.645, -2.883, -6.541], [7.233, -4.987, 1.090], [-0.291, -2.114, 1.116], [5.279, 0.402, 1.144], [7.428, -5.643, -0.265], [3.494, -4.244, -5.516], [0.960, 0.985, -0.472], [7.113, 3.129, 2.954], [-6.392, -2.311, -1.013], [-1.436, 0.755, 0.281], [-0.710, 8.218, 5.441], [0.222, -3.650, -3.698], [-0.300, 6.092, 4.081], [-1.544, 6.193, -4.909], [-0.390, -2.274, -4.038], [-1.131, -8.200, 1.740], [-6.092, 3.516, -3.714], [0.523, 6.219, 6.538], [-4.764, -4.781, -0.609], [-1.760, 1.465, -0.485], [-6.836, -1.489, -1.571], [-2.936, -3.191, 0.938], [7.564, 3.232, 3.947], [0.794, 7.063, 2.484], [-5.099, -0.112, -0.325], [-1.392, -5.134, 5.480], [-6.671, -3.548, -2.721], [5.826, 1.795, 3.834], [1.528, -8.249, 5.756], [-2.197, -7.316, 6.187], [-3.375, 3.903, -6.816], [7.592, -4.891, -1.039], [6.490, -3.046, -0.484], [-2.828, 8.340, 5.850], [3.455, 0.857, 3.038], [-3.583, 6.119, 0.863], [0.309, -1.435, -3.985], [-5.932, 4.309, -4.447], [0.330, 5.660, 7.457], [4.256, -3.966, -1.675], [-1.721, -4.552, -4.242], [-5.220, 2.859, -3.753], [7.032, 0.943, 2.906], [-4.502, -2.623, -3.020], [0.308, -5.042, 5.643], [-2.145, 9.804, 5.082], [2.199, -2.746, 2.182], [5.789, -4.510, -2.373], [3.866, 2.462, 3.498], [3.711, -7.398, -1.214], [-0.722, -9.208, 1.633], [-6.204, 6.771, -0.084], [-3.161, 6.348, -6.260], [-0.170, -3.063, 1.647], [-4.447, 5.671, -3.249], [4.679, 2.464, -0.852], [-1.199, 7.644, -6.535], [3.035, -4.758, 0.984], [1.585, 6.454, 6.441], [0.590, -2.628, -6.542], [6.392, 5.919, 0.725], [-0.358, -5.562, 1.576], [-0.669, -3.730, -1.640], [8.319, -6.274, -0.262], [-3.558, 6.561, -0.898], [-0.585, -4.577, -6.466], [0.872, 4.639, 5.174], [1.255, -1.865, 3.417], [-0.653, -6.184, -5.959], [-1.517, -9.459, 4.322], [-2.430, 8.093, -4.559], [3.441, 4.721, 2.360], [7.278, 4.454, 0.126], [0.526, 0.362, 3.574], [-0.605, 2.618, 2.096], [0.149, 5.478, -2.623], [-0.267, 1.887, -3.586], [-0.331, 6.073, -6.782], [0.954, -5.020, 3.398], [-5.799, 1.692, 0.414], [-2.168, 5.023, 3.804], [-3.910, -6.346, -1.807], [4.444, 0.279, 0.453], [-6.571, -5.727, -1.386], [1.659, -5.988, -4.981], [2.119, -1.972, -6.147], [-1.210, -1.986, -3.377], [0.992, 2.684, 1.754], [-0.787, 4.068, 3.382], [2.172, -1.912, -3.970], [-4.713, -0.884, -2.590], [2.104, -3.024, -7.516], [-1.762, -6.100, 2.646], [-2.759, 3.402, -4.285], [-6.847, -4.748, 0.034], [-1.280, -7.682, 0.794], [-6.798, 2.991, 0.672], [5.413, 4.253, 3.590], [1.566, -8.702, 2.556], [-3.604, 5.551, -4.729], [-0.805, -2.271, -5.048], [-0.574, -2.368, 0.096], [8.005, -4.221, 1.256], [-2.310, 7.398, 2.983], [4.352, 6.124, 1.773], [7.950, 3.311, 2.272], [-0.793, 4.750, 5.715], [0.795, 3.170, -3.249], [7.368, -5.693, 1.910], [-6.719, -2.323, 0.034], [3.768, -5.178, -5.005], [1.898, 1.535, -0.376], [-4.843, -1.116, 1.058], [-4.402, -4.857, -2.753], [-2.015, 2.321, -5.434], [2.832, -0.888, 0.311], [-6.298, 1.745, -1.997], [-4.839, -6.700, 0.377], [3.891, -4.367, -6.527], [1.999, -6.757, 5.010], [2.952, 2.054, 1.970], [1.639, -5.776, -6.740], [6.054, -7.231, 0.254], [-2.559, 7.098, -3.170], [-5.138, -5.339, 1.470], [-1.173, -1.643, 1.553], [0.304, 8.164, 7.388], [-8.444, 4.514, -1.600], [-1.625, -0.235, -0.124], [5.794, 4.907, -0.594], [2.011, -2.300, -0.267], [5.409, -4.803, 3.288], [4.102, -3.599, -4.882], [0.448, 1.443, -1.324], [1.357, -7.351, 1.330], [4.356, -5.429, -2.656], [2.742, -1.180, 2.626], [6.354, -6.985, -1.497], [-1.811, 4.361, -6.982], [-4.545, 3.575, 1.334], [5.308, -0.452, 1.818], [-0.932, 3.168, -2.594], [-2.141, -8.328, 2.139], [2.782, -5.978, -0.711], [6.928, -2.117, 1.056], [-7.955, -3.615, -1.569], [-0.470, -5.599, -3.590], [1.965, -7.005, 2.850], [5.082, -3.043, 2.900], [-3.213, -1.785, -2.288], [-7.622, 5.908, -2.148], [-0.980, -6.806, 7.316], [-2.753, 5.122, -0.312], [-1.794, 9.505, 6.773], [0.825, -2.970, -1.732], [-0.073, 3.157, 0.414], [0.379, 9.319, 3.888], [0.048, 3.990, -6.733], [-0.976, 7.701, -3.446], [1.863, -0.235, -1.883], [-2.919, -4.980, -1.771], [-6.105, 5.650, 1.386], [-6.990, 2.974, -4.008], [0.412, 10.076, 5.436], [6.195, 0.400, 0.549], [0.243, 7.182, -5.646], [1.342, 4.077, -5.497], [-1.051, -8.483, 6.695], [6.547, 5.287, 2.881], [-8.057, 4.669, -3.241], [6.722, -3.644, 3.122], [-3.520, -0.731, 0.014], [0.213, -0.763, -1.377], [-3.532, -5.594, 0.973], [1.322, 5.385, 2.892], [-7.533, 2.552, -1.338], [5.283, -2.180, 0.445], [-1.144, 7.256, 7.349], [-1.224, 5.423, 2.288], [3.565, 4.945, 0.683], [0.653, 2.524, -5.872], [1.358, -6.738, 6.643], [-6.975, 5.188, 0.090], [-3.971, 3.033, -0.204], [3.526, -6.925, 0.504], [-0.521, -4.083, 3.395], [1.874, 6.604, 3.863], [1.457, 8.713, 5.152], [0.812, -4.699, -1.848], [-2.074, 0.920, 1.153]],
  "atomic_forces_ev_per_a": [[0.0, -0.1, -0.5], [0.4, 0.0, -0.1], [-0.8, -0.1, 0.0], [-0.5, 0.2, -0.5], [-0.4, -0.2, -0.1], [0.5, -0.2, -0.1], [0.0, -0.5, 0.5], [0.3, 0.0, -0.1], [-0.5, 0.2, -0.2], [0.0, -0.9, -0.4], [-1.3, -0.8, 0.8], [1.2, 0.2, -0.5], [0.4, -1.1, 0.0], [-0.8, -0.5, 0.5], [1.5, 0.1, 0.1], [-0.6, -0.9, 0.9], [-0.2, -1.2, 0.7], [-0.5, 0.6, 0.7], [-0.4, -0.1, 0.2], [0.1, 0.8, 0.6], [0.1, 0.1, 0.1], [0.1, -0.4, -0.7], [-0.8, -0.8, 0.6], [0.5, -0.7, 0.6], [0.6, 0.1, 1.1], [-0.5, -2.2, -1.1], [0.7, 0.0, -1.2], [1.5, 0.4, 1.3], [0.0, -1.4, 0.2], [-0.7, 0.6, -0.3], [0.5, -0.6, 0.6], [-1.5, -1.5, -0.4], [2.0, -0.1, 0.3], [0.5, 1.5, 1.0], [-0.7, -1.0, 0.2], [0.4, 0.9, 0.0], [1.2, 0.4, -1.0], [0.0, 0.7, 1.0], [-0.5, -0.7, 0.0], [1.0, 0.9, -1.0], [-0.2, 0.4, 0.1], [0.6, 0.2, 0.5], [-0.9, -0.3, -1.3], [1.8, -0.1, 1.0], [-1.8, -0.4, 1.3], [-1.0, 0.5, 0.3], [0.3, 1.8, -0.6], [-1.6, 0.7, -1.6], [-0.2, -0.2, -0.8], [-0.4, -0.6, 0.1], [-1.1, 0.8, -0.6], [-0.4, 0.4, -1.0], [0.0, -0.3, 1.1], [-1.0, 0.0, 0.0], [0.5, 0.2, 0.1], [-1.2, 0.5, -1.4], [-1.3, -0.5, -0.1], [-1.1, 0.2, -0.1], [0.7, -0.9, -0.2], [0.3, -1.1, 0.1], [-0.7, 0.7, -0.4], [0.7, 0.1, 0.3], [0.0, -0.9, -0.7], [1.1, -0.6, -0.5], [-1.2, -0.2, -0.9], [-0.2, 1.2, -0.2], [-1.3, 0.6, 1.2], [1.2, 1.0, 1.5], [-0.7, 0.6, -0.4], [-1.2, -0.9, -1.5], [-0.4, 0.4, 0.7], [-0.1, -1.3, 1.1], [0.6, -0.4, 1.4], [-0.2, 0.3, 0.1], [0.3, 0.8, -0.4], [0.3, 1.0, -0.1], [0.4, -0.6, -0.2], [0.9, 0.7, -0.7], [-0.8, 0.4, 0.5], [0.9, -1.0, 1.5], [0.4, 0.7, 1.1], [0.8, 1.6, 0.0], [-0.2, -0.6, 0.7], [-0.2, 0.2, -0.3], [-0.4, -0.1, 0.6], [0.9, -1.0, 0.1], [-0.5, -0.5, -1.9], [0.9, 1.0, 0.1], [-0.1, -1.4, 0.7], [-0.2, 0.1, 0.2], [0.2, 0.2, 0.0], [-0.5, 0.9, 0.4], [0.4, -1.2, 0.9], [1.1, 0.9, -0.6], [-0.4, 0.3, -0.3], [0.5, -0.8, 0.8], [0.5, 0.0, 0.1], [-0.2, 0.5, 0.3], [-0.1, 1.0, -0.3], [0.1, 0.1, 0.0], [0.2, 0.3, 0.2], [0.4, 0.0, 0.0], [0.0, -0.2, 0.0], [0.2, 0.0, -0.1], [-0.1, -0.2, -0.3], [-0.4, -0.2, -0.7], [0.3, -0.5, 0.0], [0.5, -0.4, 0.3], [-0.2, 0.0, 0.0], [0.1, 0.2, -0.4], [-0.6, 0.1, 0.7], [-0.2, 0.0, -0.1], [0.4, 0.7, -0.1], [-0.1, 0.0, 0.2], [0.4, -0.1, 0.0], [-0.1, 0.2, 0.0], [0.1, -0.1, 0.1], [-0.2, 0.2, 0.2], [0.7, -0.1, 0.1], [0.0, 0.0, -0.4], [0.0, 0.2, -0.1], [-0.1, -0.1, -0.1], [0.0, -0.1, -0.5], [-0.4, 0.2, -0.1], [-0.3, 0.1, 0.3], [-0.2, -0.1, 0.0], [-0.1, -0.1, 0.3], [0.4, -0.1, 0.6], [-0.2, 0.4, -0.3], [0.2, 0.0, -0.1], [-0.1, 0.0, -0.5], [0.2, 0.1, 0.3], [-0.3, 0.2, 0.3], [0.0, -0.1, -0.1], [0.1, 0.6, -0.1], [0.2, 0.0, 0.1], [0.0, -0.2, -0.2], [-0.2, 0.3, 0.2], [0.0, -0.1, 0.1], [-0.1, -0.3, -0.5], [0.4, 0.1, -0.4], [-0.3, -0.3, -0.3], [-0.3, -0.4, -0.6], [0.0, 0.0, 0.1], [0.0, 0.3, 0.4], [0.1, 0.3, 0.2], [-0.1, -0.1, -0.2], [0.1, 0.0, 0.1], [0.0, -0.1, 0.3], [0.0, 0.0, 0.0], [0.6, 0.5, 0.1], [0.5, -0.2, 0.4], [0.1, -0.3, 0.7], [-0.1, 0.1, 0.0], [-0.8, -0.1, -0.7], [0.2, 0.2, 0.1], [-0.3, 0.1, -0.4], [-0.5, -0.1, -0.2], [0.1, 0.1, 0.7], [0.4, -0.1, -0.4], [-0.1, 0.2, -0.2], [-0.5, 0.0, -0.5], [0.0, -0.1, 0.1], [0.3, -0.1, 0.1], [0.1, -0.1, -0.1], [0.1, 0.0, -0.1], [0.0, -0.3, 0.1], [0.4, -0.2, -0.6], [0.3, 0.1, -0.1], [0.2, 0.2, 0.2], [0.0, 0.0, -0.2], [-0.4, -0.2, -0.2], [-0.2, 0.7, -0.4], [0.3, 0.0, 0.3], [0.5, -0.4, 0.3], [0.6, -0.1, -0.1], [-0.1, 0.4, -0.3], [-0.1, -0.3, -0.1], [0.0, -0.1, -0.3], [-0.1, -0.2, -0.1], [0.0, 0.0, 0.0], [0.4, 0.3, -0.1], [0.4, -0.4, 0.0], [-0.1, 0.2, 0.0], [0.2, 0.0, 0.0], [-0.1, -0.7, -0.3], [-0.1, 0.1, -0.1], [-0.2, 0.2, 0.7], [-0.5, -0.2, 0.0], [-0.4, 0.3, -0.1], [-0.7, -0.3, -0.2], [0.0, -0.1, 0.6], [-0.2, -0.5, -0.1], [0.0, -0.3, -0.1], [0.1, 0.0, -0.2], [-0.1, 0.2, -0.2], [1.3, 0.3, -0.2], [0.2, -0.1, 0.0], [0.1, 0.4, 0.0], [-0.4, 0.3, -0.3], [0.4, 0.5, -0.3], [-0.2, 0.0, -0.1], [0.3, -0.1, -0.1], [0.0, -0.4, -0.1], [-0.4, 0.1, -0.3], [0.1, 0.1, 0.2], [0.0, 0.4, -0.4], [0.5, -0.4, 0.4], [0.2, -0.1, 0.1], [-0.1, 0.2, 0.1], [-0.1, -0.1, 0.2], [-0.3, -0.1, -0.2], [-0.3, 0.9, -0.6], [-0.1, 0.6, 0.3], [-0.1, -0.7, -0.2], [-0.1, 0.0, 0.0], [-0.2, 0.3, 0.1], [-0.5, -0.2, 0.0], [0.2, 0.7, 0.2], [0.0, 0.8, 0.1], [-0.1, 0.1, 0.1], [0.2, 0.3, 0.1], [0.1, 0.2, 0.3], [0.0, -0.1, -0.4], [0.3, -0.1, -0.3], [0.0, -0.4, 0.0], [-0.3, -0.3, -0.3], [-0.2, -0.1, 0.5], [-0.3, -0.2, 0.3], [0.0, 0.2, 0.3], [0.9, 0.0, 0.1], [0.3, -0.1, 0.0], [-0.1, -0.1, -0.1], [-0.2, -0.1, 0.1], [0.2, -0.1, -0.4], [-0.3, 0.2, 0.2], [-0.1, -0.2, 0.0], [0.2, -0.1, -0.2], [0.1, 0.6, -0.5], [-0.1, -0.7, -0.2], [-0.1, 0.4, 0.1], [0.9, 0.6, 0.1], [0.1, -0.2, -0.1], [0.0, -0.1, 0.2], [0.1, 0.0, 0.1], [-0.2, 0.2, 0.2], [0.0, 0.2, -0.1], [0.4, 0.1, 0.2], [0.5, -0.2, -0.2], [-0.1, 0.1, 0.0], [-0.2, 0.1, 0.4], [0.1, -0.2, -0.2], [0.2, -0.6, -0.1], [0.1, -0.5, -0.4], [-0.4, 0.1, -0.5], [0.0, 0.2, -0.2], [-0.1, -0.1, 0.1], [-0.3, 0.1, -0.4], [-0.4, -0.5, -0.1], [0.0, 0.6, 0.0], [-0.1, 0.0, -0.3], [0.1, -0.1, 0.0], [-0.1, 0.5, -0.3], [0.4, 0.7, -0.1], [0.4, -0.3, -0.1], [0.2, 0.2, 0.5], [-0.4, 0.7, 0.3], [-0.1, -0.4, 0.0], [-0.1, -0.2, -0.3], [-0.1, -0.2, -0.1]]
}